# 1
Below is C39H38N8O5SSc as an isolated structure, with properties calculated with ωB97M-V/def2-TZVPD.

Cartesian coordinates (Å):
Sc 0.29057 -3.05152 0.19268
C -1.49004 -4.85027 4.15091
O -1.79547 -3.46739 4.29252
C -2.67594 -2.98493 3.34867
C -3.88443 -2.48504 3.77035
C -4.78758 -1.92210 2.86132
C -4.44459 -1.87364 1.53160
C -3.20924 -2.35790 1.07905
C -2.90045 -2.27114 -0.33450
N -1.71548 -2.39393 -0.79813
N -1.56366 -2.32353 -2.17731
C -0.57602 -3.10807 -2.52332
O 0.03951 -3.89611 -1.70779
C -0.11720 -3.05974 -3.93730
C -0.81786 -2.35416 -4.91085
C -0.32611 -2.27811 -6.20510
C 0.87046 -2.90453 -6.53526
C 1.56923 -3.61052 -5.56589
C 1.07672 -3.68913 -4.27026
C -2.28704 -2.93738 1.98419
O -1.13739 -3.42370 1.62024
H -0.83924 -5.11149 4.98383
H -2.40394 -5.45071 4.20537
H -0.97595 -5.04776 3.21061
H -4.11204 -2.52761 4.82858
H -5.73198 -1.52297 3.20570
H -5.12307 -1.43494 0.80776
H -3.71894 -2.09050 -1.03483
H -1.74137 -1.86422 -4.63340
H -0.87416 -1.72609 -6.95891
H 1.25695 -2.83920 -7.54514
H 2.50555 -4.09394 -5.81661
H 1.61083 -4.21900 -3.49295
O 3.54105 -4.81238 2.06987
C 2.53141 -4.19531 1.78193
O 1.68138 -4.45197 0.84886
C 2.20799 -2.93202 2.58482
C 2.83900 -2.63145 3.77806
C 2.46908 -1.47669 4.44668
C 1.49889 -0.65358 3.89188
C 0.93197 -1.01449 2.68410
N 1.27791 -2.13705 2.05493
H 3.59604 -3.30813 4.14782
H 2.92880 -1.21892 5.39283
H 1.17471 0.25097 4.38876
H 0.17603 -0.39060 2.21790
C 4.12277 0.70471 -2.03704
C 3.26321 -0.39789 -2.66997
C 2.47628 0.16211 -3.86348
C 4.19583 -1.51150 -3.17369
C 2.32703 -0.98223 -1.68676
C 1.51207 -1.48793 -0.93037
H 4.81735 1.11406 -2.77659
H 4.69787 0.30119 -1.20255
H 3.51083 1.51955 -1.65351
H 3.16523 0.54272 -4.62370
H 1.82160 0.98047 -3.55371
H 1.85320 -0.61596 -4.30764
H 4.91851 -1.11156 -3.89196
H 3.61341 -2.29403 -3.65989
H 4.73829 -1.95946 -2.34035
C 0.83610 3.44654 -0.92679
C 1.14765 2.14894 -0.54030
N 1.31674 1.79999 0.73253
C 1.11598 2.72348 1.65606
C 0.70688 4.03445 1.38804
C 0.60628 4.39981 0.05101
C 0.49802 4.93323 2.52339
C -0.31210 5.97994 2.69742
C -1.38792 6.51855 1.86091
C -1.84488 7.81563 2.09627
C -2.88008 8.28672 1.31841
N -3.46530 7.54782 0.37571
C -2.97945 6.31697 0.24370
N -1.97892 5.77029 0.92238
H 0.77106 3.69857 -1.97844
H 1.28169 1.34744 -1.25775
H 1.27088 2.41463 2.68700
H 0.34806 5.41675 -0.21670
H 1.13141 4.70122 3.37583
H -0.19592 6.51899 3.63235
H -1.39523 8.43139 2.86324
H -3.26662 9.29177 1.44913
H -3.45913 5.68653 -0.49705
N -1.71507 0.68359 -0.38562
C -2.07475 1.67078 0.43941
N -2.36021 2.86739 -0.16195
S -2.19585 1.47237 2.09856
H -1.69891 0.77996 -1.38752
H -1.48568 -0.22241 -0.01639
H -1.90171 3.03250 -1.04648
H -2.29133 3.66475 0.46054

2S+1: 1
Charge: -1
Max |F|: 0.48 eV/A
LUMO level: 0.0426 hartree
Kohn-Sham gap: 6.291 eV
Total energy: -3482.36035 Eh

Here are the Mulliken charges for atoms 1 to 8, given in e: Sc 0.136; C -0.712; O -0.502; C 0.335; C -0.489; C -0.713; C -0.812; C 0.936

---

# 2
Below is C39H39AlBN6O3S2Se as an isolated structure, with properties calculated with ωB97M-V/def2-TZVPD.

Cartesian coordinates (Å):
Al 0.59027 0.66743 -0.52235
C -2.64842 -2.92862 1.84346
C -1.42858 -2.07799 1.72940
C -0.44812 -1.86734 2.68041
C 0.45186 -0.97199 2.09703
N 0.04111 -0.67094 0.86797
N -1.12262 -1.35256 0.64192
B -2.12158 -0.99892 -0.51776
N -1.32971 -1.10975 -1.85603
N 0.02639 -0.98044 -1.75680
C 0.56008 -1.78420 -2.67831
C -0.46433 -2.34673 -3.45620
C -1.64100 -1.91559 -2.88824
C -3.04295 -2.26705 -3.25076
C 1.94189 -2.29280 -2.68575
C 2.54595 -2.62668 -1.47627
C 3.75181 -3.31044 -1.46538
C 4.36572 -3.66157 -2.65857
C 3.76862 -3.32474 -3.86625
C 2.55976 -2.65029 -3.88035
N -2.69040 0.38202 -0.19516
N -1.92077 1.17345 0.57849
C -2.67955 2.18774 0.95804
C -3.96937 2.06287 0.40236
C -3.93451 0.89511 -0.32707
C -5.00147 0.23686 -1.13578
C -2.21264 3.18102 1.93811
C -2.52162 4.52892 1.80128
C -2.09438 5.44452 2.75226
C -1.35375 5.02136 3.84723
C -1.03868 3.67580 3.98633
C -1.46769 2.76209 3.03788
C 1.62440 -0.34292 2.72958
C 2.84140 -0.22359 2.06868
C 3.90400 0.42758 2.67884
C 3.76671 0.93872 3.95949
C 2.55852 0.80269 4.63236
C 1.49054 0.16799 4.01989
H -2.65127 -3.41753 2.81605
H -2.67423 -3.69358 1.06677
H -3.55494 -2.32988 1.75229
H -0.37190 -2.31550 3.65692
H -3.00369 -1.81316 -0.53862
H -0.34704 -3.04424 -4.26833
H -3.04629 -2.85410 -4.16755
H -3.64514 -1.37315 -3.41067
H -3.51966 -2.84948 -2.46107
H 2.04728 -2.37240 -0.54927
H 4.21274 -3.57001 -0.51995
H 5.31236 -4.18775 -2.64787
H 4.25391 -3.57596 -4.80123
H 2.09909 -2.37574 -4.82134
H -4.80768 2.72821 0.53087
H -5.93117 0.79587 -1.04283
H -5.17860 -0.78921 -0.80630
H -4.73374 0.20564 -2.19355
H -3.05196 4.85879 0.91735
H -2.32148 6.49611 2.62612
H -1.01116 5.73983 4.58214
H -0.44386 3.34026 4.82776
H -1.21134 1.71299 3.12380
H 2.95294 -0.60285 1.06210
H 4.83077 0.54774 2.13234
H 4.59290 1.45547 4.43147
H 2.44182 1.21064 5.62870
H 0.53422 0.09343 4.52464
C 5.69912 -0.73178 -6.55100
C 5.01266 -0.35752 -5.26320
C 3.75946 0.23658 -5.25836
C 3.10964 0.59267 -4.07813
C 1.78749 1.29681 -4.15808
C 3.72631 0.31306 -2.84921
Se 2.97629 0.89577 -1.17266
C 5.01322 -0.24847 -2.83665
C 5.76450 -0.46300 -1.55119
C 5.62855 -0.57663 -4.03991
H 5.02516 -0.62135 -7.40123
H 6.04667 -1.76761 -6.52779
H 6.57262 -0.10106 -6.73423
H 3.26814 0.44770 -6.20428
H 1.54602 1.54216 -5.19411
H 1.79568 2.21301 -3.56695
H 0.97784 0.69037 -3.75311
H 5.18195 -1.05663 -0.84623
H 5.96198 0.49379 -1.06217
H 6.71633 -0.96391 -1.73997
H 6.61906 -1.02416 -4.01516
O -1.13373 3.93070 -0.88965
S 0.10725 3.23907 -1.13459
O -0.18110 1.83403 -1.70291
O 1.04682 3.93147 -1.97751
S 0.97940 2.63819 0.65626

2S+1: 1
Charge: -1
Max |F|: 0.72 eV/A
LUMO level: 0.0830 hartree
Kohn-Sham gap: 6.619 eV
Total energy: -5529.29793 Eh

Here are the Mulliken charges for atoms 1 to 8, given in e: Al 0.027; C -1.587; C 0.672; C -1.060; C -0.703; N 1.628; N 0.669; B -2.218

---

# 3
Below is C39H39GeN3O8STi as an isolated structure, with properties calculated with ωB97M-V/def2-TZVPD.

Cartesian coordinates (Å):
Ti 0.34006 -0.17676 1.68589
O 3.85493 -2.20818 1.02853
C 2.77543 -1.61633 1.56951
O 1.84330 -1.18713 0.79102
C 2.65206 -1.45565 2.95344
C 3.40632 -2.02624 4.00903
C 2.92216 -1.89955 5.29735
C 1.70578 -1.27008 5.57150
C 0.99684 -0.71412 4.48579
N 1.53114 -0.72443 3.23816
C -0.32061 -0.20496 4.41102
O -1.17886 -0.11383 5.43267
O -0.74275 0.15640 3.26008
H 3.69625 -2.26514 0.07687
H 4.30425 -2.58440 3.79121
H 3.47823 -2.34086 6.11470
H 1.31119 -1.24631 6.57757
H -0.74589 -0.39714 6.24672
C 3.47226 2.38209 0.08991
C 2.05796 2.03622 0.46527
O 1.90336 1.23876 1.41175
C 0.95266 2.63096 -0.23513
C 1.15497 3.63547 -1.20475
C 0.09709 4.28379 -1.78274
C -1.20812 3.94539 -1.38373
C -1.44131 2.97338 -0.44803
C -0.36390 2.26521 0.12834
O -0.60814 1.30784 0.97108
H 4.15650 1.83927 0.73794
H 3.66138 3.45255 0.16311
H 3.64386 2.08579 -0.94694
H 2.16343 3.90123 -1.49226
H 0.25930 5.05021 -2.52743
H -2.04943 4.46764 -1.82270
H -2.43993 2.72451 -0.12027
C 3.67919 1.91093 4.22592
N 2.31561 2.39388 4.32203
C 1.67804 3.41326 3.71250
S -0.00159 3.48268 3.78908
N 2.35063 4.35159 3.00848
C 3.76854 4.57244 2.81319
H 3.80806 1.16061 5.00439
H 4.40575 2.69905 4.40973
H 3.87949 1.43311 3.26210
H 1.65039 1.71658 4.66153
H 1.72936 5.08119 2.69897
H 4.25085 5.01904 3.68705
H 3.88037 5.26230 1.97798
H 4.29085 3.65569 2.55140
O -0.39062 -2.17224 2.02699
C -1.05346 -2.13154 0.96047
O -0.93172 -1.09149 0.24380
C -1.93894 -3.24085 0.48658
C -1.70239 -3.58045 -0.99067
Ge -2.01551 -2.13852 -2.29720
C -2.26341 -3.05074 -4.02273
C -3.28452 -2.75893 -4.92413
C -3.34950 -3.38493 -6.16333
C -2.38793 -4.31535 -6.52420
C -1.35778 -4.61349 -5.64316
C -1.29838 -3.98323 -4.40954
C -3.62898 -1.17038 -1.80113
C -3.53492 0.07952 -1.18906
C -4.67633 0.76562 -0.79848
C -5.93012 0.21005 -1.00929
C -6.03956 -1.03893 -1.60147
C -4.89584 -1.72329 -1.99098
C -0.54401 -0.90430 -2.65178
C -0.80148 0.27211 -3.35356
C 0.22534 1.14415 -3.68801
C 1.53180 0.84540 -3.33189
C 1.80267 -0.32152 -2.63197
C 0.77092 -1.18622 -2.29391
H -2.96827 -2.89026 0.61839
H -1.79775 -4.10411 1.13763
H -2.41428 -4.35721 -1.28187
H -0.70750 -4.00644 -1.14300
H -4.03879 -2.02421 -4.67077
H -4.15207 -3.14109 -6.84833
H -2.43654 -4.80250 -7.48955
H -0.59806 -5.33366 -5.92060
H -0.47724 -4.22392 -3.74184
H -2.55960 0.50844 -0.99884
H -4.58988 1.73244 -0.31775
H -6.81999 0.74497 -0.70308
H -7.01505 -1.48205 -1.75773
H -4.99854 -2.70518 -2.43929
H -1.81831 0.52190 -3.63669
H 0.00514 2.05861 -4.22399
H 2.33536 1.52265 -3.59755
H 2.82135 -0.55329 -2.34098
H 0.99739 -2.07342 -1.71430

2S+1: 3
Charge: 0
Max |F|: 0.92 eV/A
<S²>: 2.025
LUMO level (spin up / spin down): -0.0137 / -0.0123 hartree
Kohn-Sham gap (spin up / spin down): 5.572 / 7.382 eV
Total energy: -5600.50956 Eh

Here are the Mulliken charges for atoms 1 to 8, given in e: Ti -1.278; O -0.665; C 0.348; O -0.136; C -0.049; C -1.135; C -0.829; C -1.024

---

# 4
Below is a 2-piece molecular cluster, C39H39N3O2 overall at a distorted geometry, with properties calculated with ωB97M-V/def2-TZVPD.

Cartesian coordinates (Å):
C 6.50095 0.85804 -0.36965
C 5.16412 1.54366 -0.35543
C 4.21996 1.20538 -1.32339
C 2.91455 1.74781 -1.26311
C 1.81933 1.53782 -2.14058
C 2.64888 2.65257 -0.20786
N 1.28419 2.96632 -0.11160
C 0.28670 2.13519 -0.50388
N -0.89732 2.79905 -0.33514
C -2.23873 2.28875 -0.31264
C -2.60876 1.33136 0.64869
C -1.63452 0.89188 1.69326
C -3.93395 0.86864 0.66512
C -4.93114 1.51241 -0.07325
C -6.39069 1.20273 0.12211
C -4.55090 2.53471 -0.94701
C -3.21937 2.93962 -1.07498
C -2.88133 4.05536 -2.00992
C -0.58644 4.13684 -0.03076
C 0.73818 4.23255 0.12367
C 3.61770 3.11813 0.68693
C 3.36073 4.19551 1.68896
C 4.89039 2.53637 0.59696
H 7.10546 1.17415 0.48767
H 6.38266 -0.23331 -0.33191
H 7.05597 1.09096 -1.28832
H 4.50342 0.51116 -2.11592
H 0.32289 1.05087 -0.55982
H 1.40583 2.43034 -2.62724
H 1.84084 0.63759 -2.75364
H -2.15271 0.26620 2.42929
H -0.82840 0.29587 1.25058
H -1.17287 1.73781 2.23129
H -4.19914 0.03998 1.32343
H -6.99349 1.74294 -0.61845
H -6.62286 0.13206 0.03373
H -6.72536 1.52613 1.11975
H -5.30881 3.04545 -1.54485
H -3.73220 4.19038 -2.68754
H -2.73086 5.01213 -1.49058
H -1.99469 3.84607 -2.62100
H -1.34799 4.88569 0.10262
H 1.35731 5.08527 0.34227
H 4.13282 4.20099 2.46521
H 3.38717 5.19080 1.22599
H 2.39643 4.08436 2.18986
H 5.68946 2.85698 1.27258
C -5.63236 -2.89946 1.11226
N -4.50148 -3.74608 0.76313
C -4.44514 -4.97139 1.55249
C -3.30616 -3.14306 0.32036
C -2.33496 -2.71324 1.24482
C -1.17932 -2.09413 0.80917
C -0.91338 -1.87138 -0.55909
C 0.36761 -1.34333 -1.01694
C 1.56737 -1.92572 -0.68840
C 2.77581 -1.90042 -1.56018
O 2.86952 -1.46946 -2.71102
C 3.85690 -2.57971 -0.80401
C 3.32968 -3.13615 0.36498
C 4.13736 -3.82301 1.26374
C 5.50433 -3.93211 0.98423
C 6.04225 -3.37447 -0.19563
C 5.21546 -2.69316 -1.09498
C 1.86942 -2.86770 0.44674
O 1.12989 -3.38787 1.27671
C -1.90767 -2.29079 -1.48207
C -3.07983 -2.89898 -1.05846
H -5.65275 -2.00524 0.47820
H -6.56559 -3.45868 0.97864
H -5.58603 -2.58548 2.16851
H -3.63630 -5.61619 1.17993
H -4.28302 -4.75341 2.62356
H -5.40752 -5.49193 1.45156
H -2.50882 -2.88146 2.31027
H -0.46957 -1.77437 1.56376
H 0.36595 -0.62192 -1.83132
H 3.68935 -4.24643 2.16213
H 6.16241 -4.45350 1.68134
H 7.10819 -3.48082 -0.40185
H 5.60079 -2.24809 -2.00971
H -1.69936 -2.16048 -2.54798
H -3.82642 -3.25199 -1.77636

2S+1: 1
Charge: 0
Max |F|: 2.41 eV/A
LUMO level: -0.0316 hartree
Kohn-Sham gap: 4.346 eV
Total energy: -1824.14329 Eh

Here are the Mulliken charges for atoms 1 to 8, given in e: C -1.296; C 1.005; C -0.790; C 1.416; C -2.489; C 0.073; N 0.425; C -1.591

---

# 5
Below is C39H39N7O3PSn as an isolated structure at a distorted geometry, with properties calculated with ωB97M-V/def2-TZVPD.

Cartesian coordinates (Å):
Sn -0.28640 0.28061 0.13629
C 1.53530 3.08471 1.55119
N 1.15580 1.79821 2.11339
C 0.44260 1.98241 3.37519
C -1.05400 1.96261 3.21669
C -1.86440 2.88411 3.86729
C -3.23930 2.73001 3.81239
C -3.75810 1.64811 3.11969
C -2.87470 0.79611 2.48509
N -1.56140 0.95261 2.52149
C 2.31640 0.93021 2.27049
C 1.94740 -0.40189 2.86509
C 2.73130 -0.97369 3.86019
C 2.32750 -2.16799 4.43599
C 1.14520 -2.74689 4.00139
C 0.45200 -2.12489 2.97489
N 0.84450 -0.98939 2.41839
C 1.70390 3.10081 0.05509
C 2.74210 3.80361 -0.54621
C 2.73170 3.97711 -1.92081
C 1.67850 3.44761 -2.65111
C 0.72410 2.70561 -1.97831
N 0.74430 2.53201 -0.66521
H 2.44250 3.48201 2.03279
H 0.72030 3.78531 1.76399
H 0.75760 2.90021 3.89199
H 0.67460 1.13961 4.03309
H -1.42340 3.69411 4.42659
H -3.89230 3.42431 4.31759
H -4.81810 1.47151 3.07749
H -3.22280 -0.07499 1.94339
H 3.08570 1.40331 2.90159
H 2.74260 0.76481 1.27739
H 3.64580 -0.49779 4.17569
H 2.91590 -2.62469 5.21959
H 0.77010 -3.65539 4.44569
H -0.46200 -2.55409 2.58419
H 3.53600 4.22121 0.05109
H 3.52300 4.52711 -2.40791
H 1.60810 3.58471 -3.71881
H -0.10160 2.23551 -2.49651
C -3.63020 3.59901 0.18229
C -2.37270 2.99181 0.14469
N -2.15670 1.82441 -0.41131
C -3.16450 1.16131 -1.00101
C -4.48270 1.69301 -1.01671
C -4.68640 2.94361 -0.39811
C -5.51460 0.95971 -1.62791
C -5.25110 -0.29549 -2.11261
C -3.95990 -0.82779 -2.09601
C -2.87280 -0.09389 -1.63711
N -1.54440 -0.42149 -1.69061
C -0.93700 -1.06249 -2.72591
C -1.54760 -1.67399 -3.81591
C -0.81060 -2.26069 -4.84351
C 0.55780 -2.19949 -4.87431
C 1.22990 -1.48309 -3.86771
C 2.60830 -1.20139 -3.92621
C 3.18990 -0.43949 -2.94711
C 2.39840 -0.02449 -1.87771
N 1.11590 -0.28199 -1.78831
C 0.49590 -0.96399 -2.76461
H -3.75770 4.55711 0.66459
H -1.50880 3.46111 0.59639
H -5.68050 3.36621 -0.38111
H -6.50040 1.39251 -1.68151
H -6.05200 -0.88729 -2.53561
H -3.82750 -1.84569 -2.42891
H -2.61780 -1.67449 -3.90671
H -1.34540 -2.75609 -5.64081
H 1.12490 -2.64939 -5.67471
H 3.18060 -1.56339 -4.76851
H 4.23270 -0.16769 -2.98201
H 2.82570 0.54351 -1.06111
C 3.33370 -3.93799 1.47489
O 2.04080 -3.93609 0.90919
P 1.60830 -2.68449 -0.10921
O 0.37600 -3.46059 -0.80651
C -0.86580 -3.58339 -0.15311
O 2.69480 -2.84139 -1.28961
C 2.84690 -4.03129 -2.05821
H 3.68040 -4.97289 1.49459
H 3.31270 -3.54809 2.49629
H 4.03000 -3.33799 0.88099
H -1.58920 -3.90909 -0.90081
H -1.18910 -2.62119 0.26059
H -0.79810 -4.32459 0.64669
H 3.76750 -3.90489 -2.62821
H 2.00230 -4.14939 -2.73701
H 2.92380 -4.91459 -1.42251

2S+1: 1
Charge: +1
Max |F|: 1.22 eV/A
LUMO level: -0.0817 hartree
Kohn-Sham gap: 6.702 eV
Total energy: -2674.13220 Eh

Here are the Mulliken charges for atoms 1 to 8, given in e: Sn 1.830; C -1.274; N 0.628; C -1.289; C 0.770; C -1.147; C -0.549; C -0.973